[1]
Here is a 9-piece molecular cluster, C17H39N19O8 overall at a distorted geometry from the OMol25 dataset. Energies are from ωB97M-V with the def2-TZVPD basis set.

Summary:
LUMO   0.335 eV
Total charge   0
Frontier orbital gap   0.3427 Eh
Structure (SMILES)   N#CC[C@H](C#N)c1ccccn1.NC(N)=O.NC(N)=O.NC(N)=O.NC(N)=O.NC(N)=O.NC(N)=O.NC(N)=O.NC(N)=O

CARTESIAN COORDINATES (ANGSTROEM)
N: -6.61184 2.10077 -2.64053
C: -5.56463 2.10177 -3.09206
C: -4.27272 2.05411 -3.75682
C: -3.62108 0.66617 -3.69476
C: -4.58247 -0.39764 -3.94219
N: -5.32883 -1.21302 -4.23802
C: -2.83958 0.41815 -2.38151
C: -2.29880 -0.84660 -2.21870
C: -1.58666 -1.09599 -1.04122
C: -1.50355 -0.02296 -0.16875
C: -2.08248 1.20881 -0.42305
N: -2.76507 1.44994 -1.54193
H: -4.46256 2.25921 -4.80983
H: -3.60119 2.82944 -3.41590
H: -2.87982 0.65235 -4.49475
H: -2.42546 -1.61886 -2.95833
H: -1.12389 -2.04003 -0.83187
H: -0.95970 -0.15644 0.76474
H: -2.00077 2.00681 0.30259
N: 0.08768 -2.67203 3.62930
C: 0.29555 -1.34653 3.34590
N: 1.21016 -0.71385 4.12843
O: -0.30881 -0.78452 2.44526
H: 0.56450 -3.16344 4.35983
H: -0.58332 -3.16104 3.06679
H: 1.38889 0.26562 3.95085
H: 1.70681 -1.17416 4.86595
N: 1.79219 3.54193 1.44637
C: 2.17909 3.07197 2.67393
N: 3.17316 3.76414 3.28374
O: 1.64548 2.08949 3.17121
H: 2.20083 4.34370 1.00752
H: 1.05711 3.04639 0.97721
H: 3.47830 3.46138 4.19077
H: 3.60871 4.57242 2.88514
N: 4.48738 6.77958 6.73711
C: 4.93862 5.54382 6.35655
N: 6.11010 5.14315 6.90640
O: 4.31013 4.85004 5.56403
H: 4.97464 7.37099 7.38168
H: 3.62098 7.09448 6.34362
H: 6.47379 4.23303 6.64293
H: 6.63201 5.69894 7.55599
N: -0.45704 2.40020 -3.99264
C: -0.75969 2.78737 -5.26683
N: 0.29719 3.24918 -6.00239
O: -1.88962 2.72839 -5.72720
H: 0.46767 2.43843 -3.60927
H: -1.20348 2.05668 -3.41337
H: 0.10805 3.54055 -6.94262
H: 1.23342 3.30715 -5.65165
N: -5.18100 -2.44069 -0.20819
C: -4.45967 -3.59243 -0.30736
N: -5.18410 -4.75083 -0.29467
O: -3.24386 -3.58626 -0.41787
H: -6.17905 -2.41357 -0.12600
H: -4.66879 -1.57673 -0.22673
H: -4.67062 -5.60767 -0.38151
H: -6.18258 -4.78580 -0.22203
N: 0.35120 -4.20178 -2.52366
C: 0.78209 -3.17129 -3.31470
N: 1.72106 -3.50980 -4.25148
O: 0.35667 -2.03601 -3.19623
H: 0.68513 -5.14250 -2.60799
H: -0.34324 -3.99301 -1.82908
H: 2.05449 -2.77801 -4.84944
H: 2.08065 -4.43744 -4.36740
N: 7.54845 1.05387 5.84560
C: 8.39818 2.10261 6.03207
N: 9.68429 1.90005 5.62943
O: 8.03252 3.15992 6.52765
H: 7.82584 0.18102 5.43987
H: 6.59460 1.17757 6.13052
H: 10.32923 2.65745 5.75471
H: 10.00900 1.04515 5.22078
N: -5.68940 -6.69231 -5.06724
C: -4.49118 -6.64050 -4.40587
N: -4.25765 -5.48288 -3.72074
O: -3.69386 -7.56225 -4.42818
H: -6.35706 -5.94534 -5.06478
H: -5.89219 -7.52814 -5.58142
H: -3.38832 -5.40844 -3.22594
H: -4.90023 -4.71339 -3.68974

These are the Löwdin partial charges, in e, on atoms 1 to 6: 0.153, -0.232, -0.152, -0.246, -0.204, 0.172

***

[2]
Here is C8H13ClO7PtS2 as an isolated structure at a distorted geometry from the OMol25 dataset. Energies are from ωB97M-V with the def2-TZVPD basis set.

Summary:
LUMO (spin up / spin down)   0.279 / -2.428 eV
Total charge   0
Frontier orbital gap (spin up / spin down)   0.3051 / 0.2583 Eh
Spin multiplicity   5
Relative energy (zero: lowest compared OMol25 entry of this formula, charge and spin)   15.5 kcal per mole

CARTESIAN COORDINATES (ANGSTROEM)
Pt: -1.12567 0.94795 0.08823
O: -3.14327 -1.75181 0.43891
Cl: -3.67319 -0.41192 0.56119
O: -5.05844 -0.44587 0.78980
O: -2.96013 0.26724 1.62895
O: -3.35770 0.31427 -0.65954
C: 1.58953 -2.10673 1.63070
C: 0.09039 -2.10290 1.58911
C: -0.64153 -3.27374 2.17671
O: -0.38443 -1.65145 0.40912
C: -0.24634 -0.56689 2.89024
O: -0.40638 -1.05221 3.95795
O: -0.11114 0.43496 2.22706
H: 1.95203 -2.90310 0.97408
H: 1.95422 -2.29491 2.63846
H: 1.98551 -1.15914 1.26613
H: -0.39532 -4.17018 1.59882
H: -1.71827 -3.11700 2.11918
H: -0.36200 -3.43485 3.21297
H: -1.32757 -1.91399 0.31084
C: 0.97662 2.19172 -3.95808
C: 0.56808 1.96757 -2.52739
S: -0.80152 0.97496 -2.30596
C: 1.27336 2.52664 -1.47612
C: 2.57884 3.24800 -1.66630
S: 0.73801 2.46097 0.14301
H: 0.22185 1.79534 -4.63241
H: 1.92700 1.69921 -4.17378
H: 1.09376 3.25781 -4.15885
H: 2.75418 3.52785 -2.70270
H: 3.39704 2.59998 -1.34516
H: 2.61247 4.14222 -1.04517

These are the natural (NBO) partial charges, in e, on atoms 1 to 6: 0.941, -0.876, 2.554, -0.769, -0.865, -0.858

***

[3]
Here is C4H9NO as an isolated structure at a distorted geometry from the OMol25 dataset. Energies are from ωB97M-V with the def2-TZVPD basis set.

Summary:
LUMO   0.958 eV
Total charge   0
Frontier orbital gap   0.3647 Eh
Relative energy (zero: lowest compared OMol25 entry of this formula, charge and spin)   71.4 kcal per mole

CARTESIAN COORDINATES (ANGSTROEM)
C: -0.71491 1.61614 -1.45503
C: -0.01209 -0.15895 -1.50609
C: -0.07594 -0.25183 -0.02944
O: -0.77750 0.57780 0.53569
N: 0.66327 -1.08766 0.73951
C: 0.58661 -0.89638 2.17620
H: 0.12323 2.26857 -1.21219
H: -1.05540 1.65329 -2.46746
H: -1.56631 1.99339 -0.81678
H: -0.84788 -0.64234 -2.00810
H: 0.91014 -0.66134 -1.95310
H: 1.07020 -1.92767 0.36884
H: 1.51370 -1.23470 2.64089
H: 0.44963 0.17188 2.36442
H: -0.26676 -1.42020 2.62264

These are the natural (NBO) partial charges, in e, on atoms 1 to 6: -0.512, -0.521, 0.636, -0.652, -0.609, -0.416

***

[4]
Here is C10H17ClN6O6P2Pd as an isolated structure at a distorted geometry from the OMol25 dataset. Energies are from ωB97M-V with the def2-TZVPD basis set.

Summary:
LUMO (spin up / spin down)   -6.510 / -10.601 eV
Total charge   +2
Frontier orbital gap (spin up / spin down)   0.1300 / 0.0492 Eh
Spin multiplicity   5
Relative energy (zero: lowest compared OMol25 entry of this formula, charge and spin)   23.1 kcal per mole

CARTESIAN COORDINATES (ANGSTROEM)
Pd: 6.42041 8.87534 10.95401
N: 6.75375 13.06117 8.62302
C: 7.14027 11.60768 8.35310
C: 8.05407 11.68796 7.17006
P: 8.22586 11.13229 9.83457
O: 8.86199 9.82819 9.20306
O: 9.05218 12.30380 10.20637
O: 7.24404 10.70074 10.91302
P: 5.64913 10.60986 8.23650
O: 4.99615 11.10992 6.92455
O: 4.59978 11.34715 9.21486
O: 5.94314 9.29475 8.80417
H: 5.88776 13.07781 9.21070
H: 6.52638 13.57666 7.74740
H: 7.45850 13.56517 9.15409
H: 9.01653 12.13363 7.41746
H: 7.64921 12.37332 6.41999
H: 8.39650 10.65631 6.83352
H: 9.79318 9.82928 9.25649
H: 5.55832 11.21323 6.08509
Cl: 5.98612 10.84906 20.03354
C: 7.33529 11.95692 19.73981
C: 8.55559 11.54263 19.56140
C: 9.57744 12.49248 19.27291
C: 9.23291 13.83414 19.13303
C: 7.94320 14.31769 19.42680
C: 6.90854 13.32146 19.57128
C: 5.52252 13.70057 19.66664
H: 8.91996 10.50269 19.57523
H: 10.63600 12.21425 19.02950
H: 9.92125 14.60095 18.99410
H: 7.76636 15.34885 19.27906
H: 5.28151 14.75387 19.53183
H: 4.78027 12.96157 19.87565
N: 6.95272 3.86685 9.23429
N: 6.97002 4.87723 10.10833
N: 7.41544 4.70294 11.35796
C: 7.37014 5.94369 11.82854
N: 6.96443 6.83912 10.88953
N: 6.65408 6.10124 9.83882
H: 6.77715 2.92795 9.60809
H: 6.49668 4.12584 8.33872
H: 7.53461 6.19859 12.83993

These are the natural (NBO) partial charges, in e, on atoms 1 to 6: 1.378, -0.696, -0.660, -0.681, 2.375, -0.987

***

[5]
Here is H20HeO10 as an isolated structure from the OMol25 dataset. Energies are from ωB97M-V with the def2-TZVPD basis set.

Summary:
LUMO   -0.244 eV
Total charge   0
Frontier orbital gap   0.3931 Eh
Relative energy (zero: lowest compared OMol25 entry of this formula, charge and spin)   23.3 kcal per mole

CARTESIAN COORDINATES (ANGSTROEM)
He: -0.25202 0.13235 -0.32990
O: 1.07447 -0.95600 3.49671
H: 0.70201 -0.19941 3.04384
H: 0.32665 -1.53141 3.65768
O: -4.74839 -0.86223 0.60255
H: -3.83691 -1.12508 0.47466
H: -5.25794 -1.53694 0.15383
O: -1.96247 -1.73692 0.39645
H: -1.69415 -1.31811 -0.42137
H: -1.84369 -2.67322 0.23683
O: -1.76640 -0.19459 -2.43472
H: -2.40018 0.44325 -2.76291
H: -1.78287 -0.90250 -3.07879
O: 1.02782 2.08646 2.93896
H: 1.43403 2.70931 3.54169
H: 0.50173 2.62912 2.35161
O: -0.76454 3.21005 0.61793
H: -0.38975 3.09858 -0.25576
H: -1.67977 2.94672 0.52184
O: 3.41663 -0.53685 1.75144
H: 2.58195 -0.65539 2.20474
H: 3.31230 0.28190 1.26667
O: 1.38636 -2.74307 -2.45959
H: 0.67179 -3.23827 -2.05910
H: 2.00911 -2.60120 -1.74665
O: 0.25165 1.70518 -2.06081
H: -0.35971 1.00861 -2.30012
H: 1.11612 1.34294 -2.25497
O: 2.86791 0.55479 -2.04217
H: 2.74052 -0.33949 -1.72553
H: 3.31762 1.00155 -1.32496

These are the natural (NBO) partial charges, in e, on atoms 1 to 6: 0.001, -0.960, 0.491, 0.475, -0.957, 0.487

***

[6]
Here is one molecule with the formula C5H11NO from the OMol25 dataset. Energies are from ωB97M-V with the def2-TZVPD basis set.

Summary:
LUMO   0.906 eV
Total charge   0
Frontier orbital gap   0.3882 Eh
Relative energy (zero: lowest compared OMol25 entry of this formula, charge and spin)   7.3 kcal per mole
Structure (SMILES)   CC[C@@H](C)NC=O

CARTESIAN COORDINATES (ANGSTROEM)
C: -1.57344 -0.28984 -1.39596
C: -1.19709 0.11680 0.02841
C: 0.31542 0.41555 0.15325
C: 0.61899 1.66388 0.97673
N: 1.04758 -0.71176 0.71822
C: 1.57757 -1.71177 -0.02846
O: 1.57276 -1.75787 -1.24368
H: -1.35985 0.52782 -2.09521
H: -0.98257 -1.15458 -1.71319
H: -2.63483 -0.54238 -1.48315
H: -1.77772 0.99485 0.34097
H: -1.46240 -0.68895 0.72544
H: 0.72552 0.53683 -0.85453
H: 0.05143 2.51933 0.59673
H: 0.34216 1.51251 2.02857
H: 1.68516 1.90632 0.93390
H: 1.00581 -0.83750 1.71877
H: 2.04551 -2.49924 0.59321

These are the natural (NBO) partial charges, in e, on atoms 1 to 6: -0.609, -0.403, -0.065, -0.606, -0.615, 0.530